1.
Below is the ion C3H4Br2ClS with charge +1, with properties calculated with the ωB97M-V functional and the def2-TZVPD basis.

Output
Net charge: +1
M (Da): 267.393
DFT total energy (hartree): -6122.78858

Structure (XYZ):
```
11
Properties=species:S:1:pos:R:3:nbo_charge:R:1
C -0.246 -1.092 1.211 -0.685
C 0.545 -0.732 -0.013 0.023
Br 1.941 -1.882 -0.392 0.251
C 0.338 0.343 -0.811 -0.484
Br 1.347 0.811 -2.312 0.209
S -0.972 1.396 -0.407 0.738
Cl -0.156 3.193 -0.179 -0.010
H -1.233 -0.629 1.222 0.233
H -0.398 -2.173 1.216 0.272
H 0.319 -0.830 2.108 0.272
H -1.486 1.596 -1.642 0.181
```

2.
Below is a cluster of 2 separate species, C3H4Br2N2O2 in total, with properties calculated with the ωB97M-V functional and the def2-TZVPD basis.

Output
SMILES string: O=C=C(Br)CBr.NN=O
Energy above the lowest of the compared OMol25 structures with the same formula, charge and spin (kcal/mol): 41.17
M (Da): 259.885
DFT total energy (hartree): -5524.59823

Structure (XYZ):
```
13
Properties=species:S:1:pos:R:3:nbo_charge:R:1
O -0.937 -1.165 -2.994 -0.412
C 0.046 -1.258 -2.391 0.717
C 1.102 -1.600 -1.755 -0.458
Br 1.865 -3.259 -2.183 0.129
C 1.628 -0.811 -0.565 -0.426
Br 0.669 -1.349 1.092 -0.094
H 1.312 0.283 -0.467 0.295
H 2.622 -1.141 -0.301 0.244
N -2.117 0.580 -0.138 -0.562
N -1.590 1.390 -0.935 0.222
O -0.385 1.603 -0.779 -0.469
H -3.101 0.207 -0.422 0.416
H -1.600 0.372 0.800 0.398
```

3.
Below is a structure of composition C3H4Br2S, with properties calculated with the ωB97M-V functional and the def2-TZVPD basis.

Output
Energy above the lowest of the compared OMol25 structures with the same formula, charge and spin (kcal/mol): 25.71
M (Da): 231.940
DFT total energy (hartree): -5662.86368

Structure (XYZ):
```
10
Properties=species:S:1:pos:R:3:nbo_charge:R:1
C 0.447 -0.080 -0.702 -0.390
C 1.161 -0.019 0.625 -0.519
C -1.142 0.012 -0.006 -0.360
S -0.360 0.005 1.671 0.241
Br -2.272 -1.479 -0.460 0.082
Br -2.117 1.676 -0.383 0.050
H 0.424 0.738 -1.358 0.229
H 0.344 -1.002 -1.083 0.217
H 1.972 -0.795 0.981 0.237
H 1.544 0.944 0.714 0.214
```

4.
Below is a cluster of 2 separate species, C3H4BrClO in total, with properties calculated with the ωB97M-V functional and the def2-TZVPD basis.

Output
SMILES string: C=CBr.O=CCl
Energy above the lowest of the compared OMol25 structures with the same formula, charge and spin (kcal/mol): 35.42
M (Da): 171.421
DFT total energy (hartree): -3226.09263

Structure (XYZ):
```
10
Properties=species:S:1:pos:R:3:nbo_charge:R:1
C 1.207 1.042 -0.642 -0.401
C -0.097 0.777 -0.639 -0.243
Br -1.263 1.735 0.532 0.012
H 1.766 0.804 -1.527 0.212
H 1.574 1.877 -0.187 0.200
H -0.613 0.007 -1.178 0.217
O 0.504 -1.152 1.211 -0.464
C -0.626 -1.464 1.057 0.392
Cl -1.144 -2.229 -0.480 -0.093
H -1.307 -1.398 1.854 0.168
```

5.
Below is a cluster of 2 separate species, C3H4BrN in total, with properties calculated with the ωB97M-V functional and the def2-TZVPD basis.

Output
Energy above the lowest of the compared OMol25 structures with the same formula, charge and spin (kcal/mol): 63.90
M (Da): 133.976
DFT total energy (hartree): -2745.36019

Structure (XYZ):
```
9
Properties=species:S:1:pos:R:3:nbo_charge:R:1
C 0.796 1.358 0.069 0.186
C -1.163 -0.620 -0.377 -0.431
C 0.849 0.064 0.488 -0.443
N 0.574 2.437 -0.216 -0.290
Br 2.280 -1.007 -0.017 0.120
H -0.904 -0.751 -1.373 0.189
H -1.627 0.265 -0.140 0.201
H -1.291 -1.629 0.049 0.209
H 0.487 -0.118 1.517 0.260
```

6.
Below is the molecule C3H4BrN3, with properties calculated with the ωB97M-V functional and the def2-TZVPD basis.

Output
SMILES string: C[C@@]1(Br)C=NN=N1
Energy above the lowest of the compared OMol25 structures with the same formula, charge and spin (kcal/mol): 45.91
M (Da): 161.990
DFT total energy (hartree): -2854.90100

Structure (XYZ):
```
11
Properties=species:S:1:pos:R:3:nbo_charge:R:1
C -0.939 0.951 -0.561 -0.599
C 0.367 0.172 -0.139 -0.023
Br 1.966 1.295 -0.041 0.069
C 0.278 -0.718 1.219 0.070
N 0.512 -1.942 0.897 -0.286
N 0.772 -1.917 -0.512 0.021
N 0.698 -0.855 -1.057 -0.166
H -1.669 0.279 -0.862 0.227
H -0.735 1.665 -1.452 0.239
H -1.274 1.445 0.250 0.215
H 0.024 -0.375 2.259 0.232
```

7.
Below is the molecule C3H4BrN3O, with properties calculated with the ωB97M-V functional and the def2-TZVPD basis.

Output
SMILES string: Cn1c(Br)n[nH]c1=O
Energy above the lowest of the compared OMol25 structures with the same formula, charge and spin (kcal/mol): 11.08
M (Da): 177.989
DFT total energy (hartree): -2930.20741

Structure (XYZ):
```
12
Properties=species:S:1:pos:R:3:nbo_charge:R:1
C -0.577 1.187 1.064 -0.423
N -0.237 0.005 0.311 -0.434
C -0.583 -0.055 -1.214 0.196
Br -1.643 1.272 -1.939 0.141
N 0.128 -0.954 -1.768 -0.250
N 0.881 -1.480 -0.861 -0.428
C 0.858 -0.821 0.380 0.727
O 1.605 -1.036 1.304 -0.627
H 0.256 1.836 0.923 0.217
H -1.602 1.433 0.764 0.230
H -0.724 0.813 2.104 0.227
H 1.640 -2.200 -1.068 0.423
```

8.
Below is the molecule C3H4BrNO2, with properties calculated with the ωB97M-V functional and the def2-TZVPD basis.

Output
SMILES string: O=[N+]([O-])/C=C/CBr
Energy above the lowest of the compared OMol25 structures with the same formula, charge and spin (kcal/mol): 79.32
M (Da): 165.974
DFT total energy (hartree): -2895.82026

Structure (XYZ):
```
11
Properties=species:S:1:pos:R:3:nbo_charge:R:1
O -2.915 -2.223 0.720 -0.357
N -2.567 -1.388 -0.071 0.516
O -3.159 -1.083 -1.076 -0.357
C -1.254 -0.779 0.259 -0.100
C -0.384 -0.393 -0.643 -0.182
C 0.927 0.268 -0.350 -0.407
Br 2.440 -1.061 -0.415 -0.041
H -1.114 -0.487 1.387 0.238
H -0.375 -0.631 -1.683 0.233
H 0.935 0.536 0.634 0.206
H 1.368 1.063 -0.992 0.252
```

9.
Below is the ion C3H4BrO2S with charge -1, with properties calculated with the ωB97M-V functional and the def2-TZVPD basis.

Output
Energy above the lowest of the compared OMol25 structures with the same formula, charge and spin (kcal/mol): 31.46
Net charge: -1
M (Da): 184.034
DFT total energy (hartree): -3239.37119

Structure (XYZ):
```
11
Properties=species:S:1:pos:R:3:nbo_charge:R:1
C -0.137 -0.541 0.359 -0.441
C 0.028 0.788 -0.295 -0.471
C -1.160 0.477 0.584 -0.001
O -3.751 -0.026 0.902 -0.955
O -1.498 1.285 1.665 -0.730
S -2.864 1.022 0.448 1.439
Br -3.431 1.055 -1.996 -0.701
H -0.321 -1.388 -0.278 0.216
H 0.573 -0.949 1.143 0.208
H 0.753 1.472 0.141 0.203
H -0.269 0.872 -1.314 0.232
```

10.
Below is a structure of composition C3H4CdO4, with properties calculated with the ωB97M-V functional and the def2-TZVPD basis.

Output
Energy above the lowest of the compared OMol25 structures with the same formula, charge and spin (kcal/mol): 0.00
Net charge: +1
M (Da): 216.473
Expectation value of S²: 0.753
DFT total energy (hartree): -585.05525
Spin multiplicity: 2

Structure (XYZ):
```
12
Properties=species:S:1:pos:R:3:nbo_charge:R:1
O 4.591 -0.132 -0.170 -0.358
C 3.556 0.354 -0.095 1.099
O 2.557 0.952 0.039 -0.696
O -0.051 -0.684 -0.186 -0.879
C -1.514 -0.731 0.051 -0.172
C -2.032 0.640 -0.225 0.066
O -1.293 1.666 0.198 -0.879
H 0.369 -1.513 0.066 0.520
H -1.639 -1.037 1.108 0.187
H -1.974 -1.484 -0.601 0.226
H -3.113 0.778 -0.341 0.190
Cd 0.543 1.190 0.156 1.697
```

11.
Below is a structure of composition C3H4CeO2, with properties calculated with the ωB97M-V functional and the def2-TZVPD basis.

Output
Energy above the lowest of the compared OMol25 structures with the same formula, charge and spin (kcal/mol): 47.58
Net charge: +2
M (Da): 212.179
Expectation value of S²: 2.001
DFT total energy (hartree): -741.45915
Spin multiplicity: 3

Structure (XYZ):
```
10
Properties=species:S:1:pos:R:3:nbo_charge:R:1
C 0.940 0.084 -0.669 0.340
C -0.305 -0.254 -1.211 -0.383
H -0.553 -1.287 -1.469 0.263
H -0.827 0.587 -1.686 0.267
C -0.217 0.582 0.530 0.355
O -0.840 -0.001 1.414 -0.820
Ce -2.269 0.434 3.616 1.948
H -0.174 1.686 0.538 0.172
O 1.736 -0.879 -0.243 -0.679
H 2.510 -0.951 -0.819 0.536
```

12.
Below is the molecule C3H4Cl2, with properties calculated with the ωB97M-V functional and the def2-TZVPD basis.

Output
SMILES string: C=CC(Cl)Cl
Energy above the lowest of the compared OMol25 structures with the same formula, charge and spin (kcal/mol): 13.22
M (Da): 110.971
DFT total energy (hartree): -1037.05067

Structure (XYZ):
```
9
Properties=species:S:1:pos:R:3:nbo_charge:R:1
C 0.003 2.250 1.104 -0.339
C 0.506 1.165 0.523 -0.233
C -0.123 -0.185 0.368 -0.231
Cl -1.431 -0.318 -0.832 -0.014
Cl 1.274 -1.193 -0.097 -0.022
H -0.785 2.188 1.834 0.194
H 0.361 3.282 0.816 0.216
H 1.356 1.314 -0.089 0.208
H -0.590 -0.485 1.257 0.222
```